Computed, not measured: an isolated molecule of C2H3F2NS, with ωB97M-V/def2-TZVPD.

Calculated values
Orbital gap, eV: 9.1
HOMO energy, eV: -9.02
ΔE to the lowest compared entry with this formula, charge and spin, eV: 0.000
SMILES: NC(=S)C(F)F
2S+1: 1

Element x y z (Å)
S: 1.108 -0.341 1.574
F: 0.502 0.904 -1.729
F: -1.153 -0.555 -1.506
N: -1.281 0.481 0.878
C: 0.083 -0.204 -1.000
C: -0.098 0.024 0.515
H: -1.561 0.395 1.832
H: 0.756 -1.017 -1.295
H: -1.999 0.645 0.166

Atomic partial charges in e from the natural (NBO) method, atoms 1 to 5: atom 1 (S): -0.11, atom 2 (F): -0.34, atom 3 (F): -0.36, atom 4 (N): -0.74, atom 5 (C): 0.51



Computed, not measured: a cluster of 10 separate species, C36H60O26S2 in total, with ωB97M-V/def2-TZVPD.

Calculated values
Orbital gap, eV: 8.5
HOMO energy, eV: -8.54
2S+1: 1

Element x y z (Å)
S: 16.282 -5.316 27.122
S: 11.724 -5.317 39.194
O: 12.666 -0.440 33.395
O: 17.562 -4.961 26.459
O: 10.319 -2.903 34.872
O: 9.291 -5.455 31.822
O: 10.036 -2.374 32.717
O: 13.095 -8.861 31.814
O: 8.302 -7.187 30.760
O: 11.117 -9.767 31.209
O: 13.766 -9.954 34.756
O: 19.237 -1.831 35.101
O: 5.035 -3.681 35.277
O: 8.362 -2.064 34.122
O: 7.167 -5.315 31.114
O: 6.689 -4.254 36.697
O: 14.175 -2.957 32.875
O: 14.998 -3.829 30.983
O: 6.842 -4.801 34.551
O: 15.663 -10.499 35.783
O: 11.679 -6.809 39.240
O: 11.378 1.369 33.449
O: 19.861 -1.632 32.959
O: 17.704 -1.769 33.465
O: 13.286 -4.811 32.043
O: 15.046 -11.592 33.907
O: 11.839 0.274 35.359
O: 11.393 -8.954 33.269
C: 12.712 0.053 32.072
C: 8.349 -5.955 31.295
C: 6.865 -0.867 32.671
C: 7.695 -2.113 32.818
C: 19.204 -1.636 31.682
C: 15.021 -9.541 36.623
C: 14.225 -3.880 31.896
C: 13.285 -3.404 33.895
C: 11.793 1.288 32.056
C: 14.849 -10.764 34.733
C: 9.614 -2.508 33.992
C: 8.893 -2.216 31.859
C: 11.944 0.396 34.185
C: 6.318 -6.065 30.273
C: 8.064 -4.681 36.532
C: 12.439 -5.824 34.051
C: 9.880 -10.004 31.846
C: 7.144 -7.296 29.896
C: 11.986 -9.188 32.067
C: 12.718 -8.540 36.464
C: 17.710 -1.824 32.016
C: 9.081 -8.536 33.839
C: 15.450 -3.789 27.568
C: 6.085 -4.188 35.503
C: 12.484 2.574 31.711
C: 12.511 -4.567 33.249
C: 10.081 -9.537 33.296
C: 13.976 -8.903 35.716
C: 8.040 -5.303 35.137
C: 8.453 -5.613 37.645
C: 6.524 -8.652 30.109
C: 18.951 -1.762 33.955
C: 12.544 -4.821 37.655
C: 16.711 -0.831 31.519
C: 13.104 -4.917 40.278
C: 16.657 -5.806 28.813
H: 8.095 -8.734 33.416
H: 14.414 -8.063 35.171
H: 15.749 -8.833 37.018
H: 16.864 0.218 31.768
H: 5.591 -8.847 29.583
H: 6.577 -0.775 31.617
H: 8.021 -6.393 35.166
H: 16.509 -0.886 30.445
H: 12.356 -5.646 36.965
H: 12.927 -7.836 37.266
H: 11.984 -8.166 35.751
H: 11.522 -4.247 32.935
H: 9.096 -1.299 31.305
H: 7.252 -9.410 29.813
H: 5.376 -6.349 30.744
H: 13.351 -6.001 34.633
H: 10.139 -10.401 33.962
H: 13.335 -3.854 40.257
H: 8.880 -4.972 34.529
H: 11.915 3.467 31.953
H: 15.754 -1.181 31.919
H: 12.746 2.577 30.649
H: 14.569 -10.053 37.477
H: 8.692 -3.789 36.558
H: 9.632 -11.066 31.878
H: 15.180 -3.260 26.658
H: 15.819 -6.360 29.238
H: 10.885 1.076 31.492
H: 7.536 -7.299 28.877
H: 13.826 -3.773 34.769
H: 9.014 -8.573 34.929
H: 12.365 -9.467 36.918
H: 7.100 -3.022 32.863
H: 8.226 -5.172 38.614
H: 16.831 -4.931 29.435
H: 13.422 2.629 32.268
H: 11.618 -5.839 34.769
H: 16.030 -3.152 28.233
H: 17.367 -2.828 31.762
H: 8.801 -3.053 31.173
H: 19.603 -2.411 31.038
H: 9.518 -5.834 37.580
H: 6.054 -5.499 29.378
H: 13.744 0.324 31.822
H: 12.605 -2.621 34.203
H: 19.369 -0.631 31.288
H: 7.382 0.044 32.958
H: 14.541 -4.100 28.093
H: 9.400 -7.513 33.627
H: 9.044 -9.476 31.393
H: 13.617 -4.684 37.755
H: 7.909 -6.558 37.587
H: 6.318 -8.843 31.168
H: 12.831 -5.232 41.285
H: 12.375 -6.686 33.387
H: 5.934 -0.979 33.225
H: 13.940 -5.548 39.978
H: 17.528 -6.458 28.794
H: 12.034 -3.965 37.210
H: 12.472 -0.739 31.362

Atomic partial charges in e from the Löwdin method, atoms 1 to 5: atom 1 (S): 0.81, atom 2 (S): 0.81, atom 3 (O): 0.04, atom 4 (O): -0.56, atom 5 (O): 0.14



Computed, not measured: a structure of composition C5H9MgO4Sn, with ωB97M-V/def2-TZVPD.

Calculated values
Orbital gap, eV: 6.6
HOMO energy, eV: -11.44
Charge: +1
2S+1: 1

Element x y z (Å)
Sn: 2.946 0.703 0.474
Mg: 0.280 0.811 -0.081
O: 1.913 1.784 -0.584
O: -1.644 1.108 0.569
O: -0.973 -1.867 -0.117
O: 1.660 -0.547 0.547
C: 1.392 -1.867 0.477
C: -2.521 2.041 1.162
C: -1.118 -0.663 -0.929
C: -2.244 0.148 -0.352
C: 0.236 -2.441 0.099
H: -1.924 2.705 1.797
H: -2.763 0.721 -1.138
H: 2.232 -2.540 0.677
H: 2.024 2.332 -1.413
H: 0.219 -3.530 0.009
H: -3.040 2.632 0.391
H: -2.982 -0.436 0.225
H: -1.370 -0.977 -1.951
H: -3.268 1.515 1.775

Atomic partial charges in e from the natural (NBO) method, atoms 1 to 5: atom 1 (Sn): 1.55, atom 2 (Mg): 1.67, atom 3 (O): -1.33, atom 4 (O): -0.68, atom 5 (O): -0.54



Computed, not measured: an isolated molecule of C5H6O, with ωB97M-V/def2-TZVPD.

Calculated values
Orbital gap, eV: 9.6
HOMO energy, eV: -8.56
ΔE to the lowest compared entry with this formula, charge and spin, eV: 2.871
SMILES: C#C/C=C\OC
2S+1: 1

Element x y z (Å)
O: 0.696 -0.486 -0.141
C: 0.183 0.795 -0.008
C: -2.940 -0.887 -0.014
C: -1.118 1.003 -0.084
C: 2.083 -0.578 -0.001
C: -2.081 -0.029 -0.047
H: 2.449 -0.448 1.098
H: 2.333 -1.625 -0.374
H: 2.584 0.252 -0.634
H: -3.649 -1.675 0.091
H: 0.918 1.635 0.129
H: -1.457 2.045 -0.016

Atomic partial charges in e from the natural (NBO) method, atoms 1 to 5: atom 1 (O): -0.51, atom 2 (C): 0.18, atom 3 (C): -0.22, atom 4 (C): -0.38, atom 5 (C): -0.26



Computed, not measured: a structure of composition C5H9NO, with ωB97M-V/def2-TZVPD.

Calculated values
Orbital gap, eV: 9.1
HOMO energy, eV: -8.34
ΔE to the lowest compared entry with this formula, charge and spin, eV: 7.784
2S+1: 1

Element x y z (Å)
O: 1.223 -1.075 -0.987
N: -0.410 -0.083 1.023
C: 1.190 0.354 -0.876
C: -1.219 1.041 -0.336
C: -2.076 -0.643 0.494
C: 2.360 -0.405 -0.421
C: 0.186 0.915 0.126
H: -0.054 -0.960 0.613
H: -2.069 -1.319 1.355
H: -2.957 -0.005 0.594
H: -1.700 1.760 0.359
H: -2.097 -1.207 -0.441
H: 3.270 -0.435 -1.026
H: 1.238 0.876 -1.836
H: 2.507 -0.561 0.653
H: 0.607 1.746 0.707

Atomic partial charges in e from the natural (NBO) method, atoms 1 to 5: atom 1 (O): -0.50, atom 2 (N): -0.51, atom 3 (C): 0.05, atom 4 (C): -0.15, atom 5 (C): -0.46



Computed, not measured: a structure of composition C4H6Cl2FN, with ωB97M-V/def2-TZVPD.

Calculated values
Orbital gap, eV: 9.1
HOMO energy, eV: -9.39
ΔE to the lowest compared entry with this formula, charge and spin, eV: 10.491
2S+1: 1

Element x y z (Å)
Cl: 2.267 -1.312 -0.601
Cl: -2.268 -1.276 -0.541
F: -0.628 -1.654 1.476
N: -0.864 1.232 -0.657
C: 0.927 0.752 1.030
C: 0.483 -0.951 -0.586
C: -0.667 -1.110 0.289
C: -0.141 0.295 0.009
H: 2.410 0.532 0.449
H: -2.230 1.204 -0.396
H: -0.517 1.166 -2.112
H: 0.389 2.090 1.095
H: 0.240 -0.874 -1.611
H: 0.600 -0.094 2.158

Atomic partial charges in e from the natural (NBO) method, atoms 1 to 5: atom 1 (Cl): 0.02, atom 2 (Cl): -0.04, atom 3 (F): -0.29, atom 4 (N): -0.82, atom 5 (C): -0.67



Computed, not measured: a structure of composition C43H48AsF6N6O6P2Si2V, with ωB97M-V/def2-TZVPD.

Calculated values
Orbital gap (spin up / spin down), eV: 6.5 / 6.5
HOMO energy (spin up / spin down), eV: -7.91 / -7.91
ΔE to the lowest compared entry with this formula, charge and spin, eV: 2.806
2S+1: 1

Element x y z (Å)
As: -1.186 4.331 -0.939
V: -0.101 0.854 -0.055
P: -0.432 -2.272 0.931
P: 2.155 -0.217 0.443
Si: -3.063 -2.261 2.425
Si: 2.524 2.860 1.010
F: -1.986 2.973 -1.649
F: -0.272 5.526 -0.110
F: -0.396 3.121 0.189
F: -1.935 5.454 -1.977
F: 0.122 4.054 -2.011
F: -2.432 4.431 0.235
O: 0.239 1.233 -1.790
O: 0.507 1.547 -3.981
O: -1.836 0.947 0.135
O: -0.488 1.023 2.035
O: 0.440 -0.252 -6.058
O: -0.387 -2.314 -6.230
N: 1.684 1.330 0.590
N: -1.597 -0.574 -2.189
N: -2.403 1.355 1.285
N: -1.818 -1.761 1.369
N: -1.415 -2.441 -3.735
N: -1.662 1.363 2.310
C: 0.515 -0.878 0.228
C: -0.544 -3.522 -3.132
C: 4.567 0.036 -0.869
C: 4.499 -1.672 4.066
C: -3.158 -2.431 -1.779
C: 1.460 -4.874 4.184
C: 4.024 -1.837 1.715
C: -5.623 2.837 2.331
C: 4.192 2.473 1.754
C: 2.794 -0.285 3.105
C: -0.514 -2.730 -1.828
C: -0.844 -0.280 -3.206
C: 3.243 -0.398 -0.978
C: -4.404 1.829 0.040
C: 1.740 -5.157 2.855
C: -0.556 -3.413 -0.511
C: -6.306 2.833 1.119
C: -4.331 2.349 2.411
C: 1.243 -4.337 1.851
C: 0.207 -2.937 3.516
C: -3.120 -4.115 2.600
C: -1.299 -5.402 -1.735
C: 0.460 -3.228 2.176
C: 1.559 3.763 2.297
C: -0.961 -4.681 -0.481
C: 3.505 -0.566 -3.371
C: 4.810 -0.111 -3.258
C: 2.726 -0.707 -2.234
C: 2.784 3.808 -0.550
C: -2.887 -1.510 4.139
C: -1.816 -1.958 -2.257
C: -0.654 -1.263 -4.190
C: -0.012 0.960 -3.070
C: -1.168 -4.876 -2.953
C: -3.757 1.852 1.256
C: 5.345 0.176 -2.007
C: 0.700 -3.760 4.515
C: 3.523 -0.695 4.208
C: -4.679 -1.665 1.682
C: 4.744 -2.251 2.828
C: -5.696 2.329 -0.019
C: -0.199 -1.317 -5.553
C: 3.058 -0.841 1.853
H: -5.253 -1.056 2.387
H: 2.087 4.642 -0.620
H: 0.467 0.473 -5.397
H: -5.323 -2.498 1.378
H: 5.504 -3.015 2.724
H: 4.990 0.259 0.101
H: 0.383 -3.588 -3.699
H: -3.929 -1.794 -2.214
H: 2.247 4.309 2.951
H: 4.946 2.225 1.002
H: 0.487 -3.535 5.553
H: -1.069 -5.220 0.455
H: 2.334 -6.025 2.598
H: -6.095 3.234 3.220
H: 0.873 4.478 1.844
H: -2.572 -2.250 4.882
H: -3.322 -4.590 1.634
H: 1.839 -5.521 4.965
H: 5.413 0.024 -4.146
H: 1.711 -1.064 -2.330
H: -0.403 -2.079 3.767
H: 4.182 1.682 2.506
H: -3.350 -3.470 -2.044
H: 6.369 0.515 -1.920
H: -2.165 -0.688 4.148
H: 5.072 -1.989 4.929
H: -3.846 -1.101 4.470
H: 0.290 -2.007 -1.846
H: -1.404 -5.458 -3.838
H: -2.099 -2.754 -4.430
H: -7.309 3.235 1.063
H: -3.912 -4.419 3.294
H: -1.664 -6.418 -1.638
H: 3.332 -0.253 5.177
H: -3.899 1.452 -0.839
H: -3.193 -2.325 -0.692
H: 3.084 -0.794 -4.343
H: -6.216 2.337 -0.968
H: 4.229 -2.270 0.744
H: 0.972 3.079 2.914
H: -2.171 -4.506 2.983
H: 2.609 3.173 -1.422
H: 1.441 -4.576 0.814
H: 2.034 0.485 3.199
H: 4.520 3.392 2.249
H: 3.802 4.204 -0.606
H: -4.487 -1.052 0.797
H: -3.782 2.358 3.343

Atomic partial charges in e from the Löwdin method, atoms 1 to 5: atom 1 (As): 0.74, atom 2 (V): 0.94, atom 3 (P): 0.77, atom 4 (P): 0.81, atom 5 (Si): 0.31